Entry 1:
{
  "formula": "C21H24DyN2OP2S",
  "method": "wB97M-V/def2-TZVPD",
  "symbols": ["C", "C", "C", "C", "C", "C", "C", "C", "C", "C", "C", "C", "C", "H", "H", "H", "H", "H", "H", "H", "N", "Dy", "C", "H", "H", "C", "H", "H", "P", "P", "C", "H", "H", "H", "C", "H", "H", "H", "C", "H", "H", "H", "C", "H", "H", "H", "C", "O", "H", "S", "C", "N"],
  "xyz": [[-1.51, 3.41, -1.82], [-1.32, 2.10, -1.42], [0.00, 1.56, -1.45], [1.07, 2.32, -2.02], [0.81, 3.65, -2.42], [-0.45, 4.20, -2.29], [2.32, 1.70, -2.13], [2.48, 0.32, -1.95], [1.39, -0.40, -1.38], [1.44, -1.82, -1.28], [2.64, -2.46, -1.61], [3.74, -1.75, -2.09], [3.66, -0.38, -2.29], [-2.51, 3.83, -1.74], [1.66, 4.21, -2.81], [-0.62, 5.24, -2.55], [3.15, 2.27, -2.53], [2.68, -3.54, -1.47], [4.67, -2.28, -2.30], [4.48, 0.20, -2.68], [0.32, 0.34, -0.88], [0.16, 0.21, 1.41], [-2.50, 1.28, -0.90], [-2.51, 0.28, -1.36], [-3.45, 1.80, -1.09], [0.24, -2.62, -0.78], [-0.69, -2.28, -1.27], [0.40, -3.70, -0.96], [-2.40, 1.03, 0.93], [0.02, -2.45, 1.06], [1.33, -3.53, 1.67], [1.28, -3.54, 2.77], [1.20, -4.54, 1.26], [2.32, -3.14, 1.39], [-1.51, -3.38, 1.34], [-1.36, -4.43, 1.05], [-1.76, -3.30, 2.41], [-2.33, -2.94, 0.75], [-2.67, 2.72, 1.54], [-3.67, 3.06, 1.26], [-2.57, 2.71, 2.64], [-1.91, 3.41, 1.13], [-3.95, 0.19, 1.34], [-4.01, 0.05, 2.43], [-4.80, 0.77, 0.98], [-3.95, -0.81, 0.86], [2.75, 0.19, 1.84], [3.38, -0.67, 2.38], [3.10, 1.04, 1.06], [-1.18, -0.37, 3.68], [0.02, -0.01, 4.78], [0.90, 0.23, 5.53]],
  "relative_energy_kcal_mol": 53.08,
  "lumo_energy_ev": [-4.92, -4.92],
  "homo_energy_ev": [-9.68, -9.43],
  "multiplicity": 6,
  "e_tot_ha": -2965.0840,
  "gap_ev": [4.76, 4.51],
  "total_charge": 1,
  "s_squared": 9.35
}

***

Entry 2:
{
  "formula": "C45H51BBrN11S4W",
  "method": "wB97M-V/def2-TZVPD",
  "symbols": ["W", "C", "C", "C", "C", "N", "N", "B", "N", "N", "C", "C", "C", "C", "C", "S", "C", "C", "C", "C", "N", "N", "C", "C", "C", "C", "C", "S", "C", "C", "C", "C", "C", "S", "C", "C", "C", "C", "H", "H", "H", "H", "H", "H", "H", "H", "H", "H", "H", "H", "H", "H", "H", "H", "H", "H", "H", "H", "H", "H", "H", "H", "H", "H", "H", "H", "H", "H", "H", "H", "H", "H", "H", "H", "H", "H", "H", "C", "C", "C", "C", "C", "Br", "N", "C", "H", "H", "H", "H", "H", "H", "S", "N", "C", "C", "C", "C", "C", "N", "C", "C", "N", "C", "C", "C", "C", "C", "N", "H", "H", "H", "H", "H", "H"],
  "xyz": [[2.07, -0.78, 0.96], [1.36, 3.04, 3.88], [0.70, 2.70, 2.58], [0.18, 3.65, 1.75], [-0.44, 3.30, 0.52], [-0.52, 2.04, 0.14], [-0.02, 1.10, 0.94], [-0.16, -0.44, 0.52], [-0.87, -0.65, -0.90], [-2.04, -0.01, -0.99], [-2.82, -0.23, -2.05], [-2.41, -1.09, -3.08], [-1.22, -1.77, -2.99], [-0.82, -2.74, -4.07], [-0.46, -1.53, -1.83], [0.89, -2.63, -1.65], [-4.19, 0.42, -2.15], [-5.22, -0.71, -2.02], [-4.32, 1.09, -3.53], [-4.40, 1.46, -1.08], [-1.04, -1.21, 1.58], [-2.13, -0.58, 2.03], [-2.82, -1.17, 3.00], [-2.46, -2.45, 3.46], [-1.36, -3.10, 2.97], [-0.93, -4.45, 3.46], [-0.60, -2.38, 2.04], [1.00, -2.91, 1.58], [-3.98, -0.38, 3.60], [-4.54, -1.08, 4.84], [-3.46, 1.01, 3.99], [-5.10, -0.25, 2.56], [0.59, 1.38, 2.11], [1.25, 0.02, 3.01], [-1.08, 4.36, -0.35], [-1.18, 3.89, -1.80], [-2.47, 4.61, 0.27], [-0.28, 5.67, -0.30], [0.98, 3.98, 4.26], [2.44, 3.16, 3.73], [1.21, 2.27, 4.63], [0.23, 4.70, 2.03], [-3.03, -1.21, -3.95], [-1.41, -2.56, -4.96], [-1.02, -3.77, -3.75], [0.23, -2.67, -4.32], [-5.10, -1.49, -2.78], [-6.22, -0.29, -2.15], [-5.18, -1.18, -1.03], [-4.36, 0.38, -4.35], [-3.51, 1.80, -3.72], [-5.26, 1.64, -3.55], [-4.08, 1.11, -0.10], [-5.46, 1.72, -1.02], [-3.85, 2.37, -1.31], [-3.05, -2.92, 4.23], [-1.66, -4.86, 4.15], [0.03, -4.39, 3.97], [-0.82, -5.15, 2.63], [-3.80, -1.18, 5.64], [-4.96, -2.07, 4.61], [-5.36, -0.48, 5.24], [-2.66, 0.93, 4.74], [-4.27, 1.59, 4.43], [-3.09, 1.55, 3.12], [-5.45, -1.23, 2.22], [-4.76, 0.33, 1.71], [-5.95, 0.27, 3.01], [-1.65, 2.91, -1.88], [-0.19, 3.83, -2.26], [-1.77, 4.60, -2.37], [-3.03, 3.69, 0.39], [-3.04, 5.28, -0.38], [-2.38, 5.10, 1.24], [0.77, 5.52, -0.56], [-0.35, 6.18, 0.66], [-0.70, 6.36, -1.04], [3.74, 1.87, -3.69], [3.94, 1.67, -2.23], [4.60, 2.62, -1.48], [4.88, 2.38, -0.13], [4.23, 1.32, 0.52], [4.54, 1.12, 2.35], [3.39, 0.49, -0.09], [3.60, 0.37, -1.55], [4.23, 2.77, -4.03], [2.68, 1.95, -3.92], [4.13, 1.03, -4.26], [4.95, 3.53, -1.94], [5.52, 3.04, 0.43], [4.52, -0.24, -1.67], [6.58, -5.41, -3.08], [5.48, -4.36, -3.58], [4.93, -3.83, -2.48], [3.88, -2.86, -2.46], [3.38, -2.18, -3.66], [2.73, -1.03, -3.52], [2.45, -0.47, -2.14], [2.25, -1.59, -1.15], [3.40, -2.50, -1.24], [4.00, -2.91, -0.02], [3.60, -2.27, 1.12], [4.17, -2.60, 2.28], [5.18, -3.55, 2.38], [5.63, -4.17, 1.23], [5.04, -3.84, 0.00], [5.48, -4.35, -1.28], [6.43, -5.25, -1.49], [3.60, -2.60, -4.63], [2.37, -0.48, -4.37], [1.53, 0.12, -2.13], [3.80, -2.09, 3.17], [5.61, -3.78, 3.34], [6.42, -4.91, 1.26]],
  "relative_energy_kcal_mol": 108.01,
  "lumo_energy_ev": [-11.95, -12.73],
  "homo_energy_ev": [-18.19, -18.47],
  "multiplicity": 3,
  "e_tot_ha": -6605.1038,
  "gap_ev": [6.24, 5.74],
  "total_charge": 4,
  "s_squared": 2.03
}

***

Entry 3:
{
  "formula": "C6H9N6O2",
  "method": "wB97M-V/def2-TZVPD",
  "symbols": ["C", "N", "C", "N", "C", "N", "C", "N", "C", "C", "N", "N", "O", "O", "H", "H", "H", "H", "H", "H", "H", "H", "H"],
  "xyz": [[-0.24, 2.45, -2.16], [0.16, 1.43, -1.23], [-0.66, 0.59, -0.64], [-1.97, 0.64, -0.93], [-2.80, -0.21, -0.39], [-2.45, -1.18, 0.43], [-1.17, -1.32, 0.80], [-0.90, -2.37, 1.60], [-0.25, -0.38, 0.33], [1.48, -0.40, 0.82], [1.64, -0.76, 2.07], [2.69, -0.15, 0.11], [2.66, 0.39, -0.98], [3.69, -0.51, 0.70], [0.11, 2.19, -3.17], [-1.32, 2.55, -2.17], [0.22, 3.40, -1.88], [1.17, 1.28, -1.17], [-3.84, -0.14, -0.67], [0.02, -2.77, 1.65], [-1.68, -3.00, 1.73], [0.85, -0.91, 2.69], [2.59, -0.82, 2.44]],
  "relative_energy_kcal_mol": 51.53,
  "lumo_energy_ev": [-7.01, -7.01],
  "homo_energy_ev": [-12.68, -12.68],
  "multiplicity": 1,
  "e_tot_ha": -712.6554,
  "gap_ev": [5.67, 5.67],
  "total_charge": 1
}

***

Entry 4:
{
  "formula": "C2H3N3O2",
  "method": "wB97M-V/def2-TZVPD",
  "symbols": ["C", "C", "H", "H", "H", "N", "N", "N", "O", "O"],
  "xyz": [[0.79, 0.11, 0.56], [-0.63, -0.12, -0.85], [2.22, 1.16, 1.38], [1.68, -0.22, 2.18], [-0.79, 0.85, -2.31], [1.43, 0.75, 1.68], [0.63, 0.47, -0.55], [-1.21, -0.73, 0.13], [-1.13, 0.03, -2.03], [-0.12, -0.68, 0.99]],
  "relative_energy_kcal_mol": 76.86,
  "lumo_energy_ev": 0.65,
  "homo_energy_ev": -10.02,
  "multiplicity": 1,
  "e_tot_ha": -392.6711,
  "gap_ev": 10.67,
  "total_charge": 0
}

***

What is the formula in the third record?
C6H9N6O2